The following is a DFT calculation (ωB97M-V with the def2-TZVPD basis set) of the ion C5H13N2O3 with charge +1 at a distorted geometry.

ORCA input file:
```
! wB97M-V def2-TZVPD RIJCOSX def2/J DEFGRID3
* xyz 1 1
C -1.03 1.23 -0.87
O 0.67 -1.42 0.73
H -1.76 -2.00 1.19
C -0.40 -0.84 0.09
C 0.34 1.29 1.05
O 2.26 -2.89 0.74
H 0.76 2.29 0.69
H 1.06 0.72 1.65
H -0.84 2.28 -0.97
H 2.07 0.22 -0.82
H -2.02 1.42 -0.37
C 1.25 0.69 -1.16
H -0.66 -1.37 -0.89
C -1.52 -0.94 1.12
H -2.31 -0.17 0.73
N -0.01 0.61 -0.27
H 0.96 0.33 -2.08
H -0.63 1.39 1.52
O 1.49 -2.29 -1.16
H 1.40 1.69 -1.32
N 1.60 -2.33 0.00
H -1.30 -0.56 2.17
H -1.35 0.66 -1.77
*
```

Calculated values
HOMO energy = -15.7 eV
Kohn-Sham gap = 12.536 eV
LUMO energy = -3.19 eV
energy relative to the best compared isomer or geometry (same formula, charge and spin) = 709.0 kJ/mol
F_max = 7.1 eV/A
SMILES = C[C@H](O[N+](=O)[O-])[N+](C)(C)C

=====

The following is a DFT calculation (ωB97M-V with the def2-TZVPD basis set) of the molecule C5H13N2P at a distorted geometry.

ORCA input file:
```
! wB97M-V def2-TZVPD RIJCOSX def2/J DEFGRID3
* xyz 0 1
H 0.87 -0.41 -2.07
H 1.60 1.19 1.79
H -1.90 -0.58 -1.08
H -0.29 2.25 1.30
H -1.29 -2.49 0.31
H 0.11 -3.01 1.32
H -1.29 0.27 1.43
H 0.28 2.18 -0.42
C 0.09 1.62 0.45
C -1.74 0.38 -0.61
N 0.10 -0.93 0.38
H 2.73 -0.45 -2.06
H 2.10 1.11 -1.62
H -1.04 -1.77 1.82
N 1.53 1.19 0.77
C -0.48 -2.14 1.00
P 1.73 -0.51 0.20
C -0.81 0.36 0.48
H -1.39 1.00 -1.51
C 1.86 -0.01 -1.55
H -2.76 0.76 -0.32
*
```

Calculated values
HOMO energy = -8.2 eV
Kohn-Sham gap = 9.178 eV
LUMO energy = 1.00 eV
energy relative to the best compared isomer or geometry (same formula, charge and spin) = 20.1 kJ/mol
F_max = 4.6 eV/A
SMILES = C[C@@H]1CNP(C)N1C